Entry 1:
The following is a DFT calculation (ωB97M-V/def2-TZVPD) of a gas-phase ion, C10H16N2 (charge +2).

Summary:
Energy above the lowest of the compared OMol25 structures with the same formula, charge and spin: 0.0 kcal/mol
Highest occupied orbital energy: -18.816 eV
F_max: 0.10260 hartree/bohr
Net charge: +2
SMILES: C[N+]1(C)CCC[n+]2ccccc21

Each line ends with the natural charge from an NBO analysis.
Positions of all 28 atoms, in Å:
C: 2.64 1.02 -1.21  -0.0514
C: 3.00 -0.36 -1.29  -0.1699
C: 1.39 1.35 -0.59  -0.2483
C: 2.19 -1.31 -0.66  0.1121
C: 0.54 0.31 -0.21  0.4409
C: -1.38 -1.74 0.34  -0.4322
C: 0.20 -2.05 0.29  -0.2511
C: -1.69 -0.44 1.09  -0.2099
C: -1.71 1.12 -0.83  -0.4271
C: -0.93 1.89 1.37  -0.4199
N: 0.96 -1.00 -0.27  -0.3079
N: -0.96 0.75 0.42  -0.2246
H: 3.43 1.72 -1.49  0.2874
H: 3.94 -0.64 -1.71  0.2790
H: 0.97 2.39 -0.59  0.2825
H: 2.53 -2.32 -0.77  0.2746
H: -1.70 -1.64 -0.65  0.2229
H: -1.72 -2.70 0.95  0.3022
H: 0.55 -2.33 1.27  0.2514
H: 0.24 -3.04 -0.36  0.2754
H: -2.72 -0.28 1.06  0.2550
H: -1.28 -0.49 2.17  0.2462
H: -2.72 1.65 -0.61  0.2752
H: -1.02 1.79 -1.44  0.2483
H: -1.96 0.15 -1.26  0.2266
H: 0.13 1.90 1.60  0.2393
H: -1.41 2.77 1.05  0.2595
H: -1.50 1.53 2.33  0.2639

---

Entry 2:
The following is a DFT calculation (ωB97M-V/def2-TZVPD) of 2 unconnected molecules or ions with the total composition C10H16N2O2.

Summary:
Energy above the lowest of the compared OMol25 structures with the same formula, charge and spin: 209.5 kcal/mol
Highest occupied orbital energy (spin up / spin down): -7.691 / -7.691 eV
F_max: 0.11006 hartree/bohr
Net charge: 0
SMILES: C=C(C)/C(N1[C@@H]2CC[C@@H]21)=[N+](/[O-])O.C=C

Each line ends with the natural charge from an NBO analysis.
Positions of all 30 atoms, in Å:
C: -0.48 1.56 -0.68  -0.3777
C: -0.75 0.28 -0.94  -0.0228
C: 3.44 -0.49 1.12  -0.3996
C: 3.65 0.25 -0.27  -0.4016
C: 2.33 -1.31 0.44  -0.0865
C: 2.43 -0.47 -0.79  -0.0656
C: -1.70 -0.08 -2.08  -0.6537
C: -3.53 -0.02 1.72  -0.3831
C: -2.76 0.94 1.46  -0.3694
C: 0.06 -0.76 -0.23  0.3054
N: 1.31 -0.33 0.09  -0.4330
N: -0.48 -1.96 0.02  0.3000
O: -1.87 -2.00 -0.01  -0.5351
O: 0.22 -3.02 0.32  -0.5859
H: 0.28 1.82 0.04  0.2266
H: -1.00 2.18 -1.34  0.1983
H: 4.36 -1.14 1.49  0.2252
H: 2.94 0.16 1.79  0.2225
H: 3.69 1.37 -0.40  0.2063
H: 4.47 -0.22 -0.79  0.2139
H: 2.05 -2.32 0.30  0.2715
H: 2.17 -0.72 -1.86  0.2112
H: -2.77 -0.39 -1.77  0.2351
H: -1.83 0.68 -2.83  0.2197
H: -1.38 -1.07 -2.56  0.2238
H: -4.49 -0.35 1.33  0.1940
H: -3.19 -0.70 2.48  0.1839
H: -2.08 -3.01 0.27  0.5054
H: -1.88 1.04 1.96  0.1804
H: -2.76 1.72 0.64  0.1905

---

Entry 3:
The following is a DFT calculation (ωB97M-V/def2-TZVPD) of 2 unconnected molecules or ions with the total composition C10H16N2O2S.

Summary:
Energy above the lowest of the compared OMol25 structures with the same formula, charge and spin: 71.0 kcal/mol
Highest occupied orbital energy: -8.678 eV
F_max: 0.08877 hartree/bohr
Net charge: 0
SMILES: Cc1ccc(S(=O)(=O)CN)cc1.[H]/N=C/C

Each line ends with the natural charge from an NBO analysis.
Positions of all 31 atoms, in Å:
C: 2.97 -1.28 -0.38  -0.2345
C: 3.18 1.14 -0.13  -0.2224
C: 1.60 -1.26 -0.33  -0.1465
C: 1.83 1.14 -0.03  -0.1640
C: 3.81 -0.15 -0.21  0.0560
C: 1.04 0.01 -0.23  -0.3704
C: 5.32 -0.24 -0.15  -0.6349
C: -4.08 0.17 -1.15  -0.6899
C: -4.06 -1.20 -0.49  0.1817
C: -1.16 0.84 1.38  -0.4007
N: -3.73 -1.22 0.73  -0.6663
N: -2.45 1.22 1.70  -0.8284
O: -1.05 1.26 -1.19  -0.9626
O: -1.23 -1.15 -0.63  -0.9586
S: -0.72 0.18 -0.34  2.1280
H: 3.48 -2.21 -0.39  0.2057
H: 3.73 1.93 0.16  0.2065
H: 1.05 -2.16 -0.40  0.2437
H: 1.31 2.13 0.25  0.2233
H: 5.62 -1.06 -0.79  0.2237
H: 5.66 0.77 -0.50  0.2170
H: 5.75 -0.24 0.76  0.2238
H: -4.99 0.27 -1.83  0.2133
H: -4.17 1.02 -0.40  0.2178
H: -3.17 0.12 -1.73  0.2534
H: -4.33 -1.99 -1.21  0.1631
H: -0.48 1.60 1.53  0.2041
H: -3.82 -2.20 1.02  0.3399
H: -0.98 -0.02 2.04  0.2076
H: -3.08 0.49 1.57  0.4032
H: -2.85 2.07 1.36  0.3674

---

Entry 4:
The following is a DFT calculation (ωB97M-V/def2-TZVPD) of a single C10H16N2O5 molecule.

Summary:
Energy above the lowest of the compared OMol25 structures with the same formula, charge and spin: 17.7 kcal/mol
Highest occupied orbital energy: -8.563 eV
F_max: 0.04919 hartree/bohr
Net charge: 0
SMILES: O=C(O)CC[C@H](NC(=O)[C@@H]1CCCN1)C(=O)O

Each line ends with the natural charge from an NBO analysis.
Positions of all 33 atoms, in Å:
C: 1.71 1.20 -1.45  -0.1266
C: 0.79 1.72 -0.28  0.6841
C: 0.96 0.83 -2.76  -0.4180
C: 0.99 -0.70 -2.87  -0.4315
C: 2.25 -1.08 -2.05  -0.2202
C: -0.92 1.14 1.29  -0.1679
C: -0.12 0.99 2.58  0.7890
C: -2.26 0.40 1.30  -0.3865
C: -2.26 -1.07 1.78  -0.5312
C: -1.37 -2.04 1.08  0.8071
H: 2.11 -0.37 -0.19  0.3693
H: 2.43 2.01 -1.61  0.2032
H: 1.63 1.25 -3.50  0.2110
H: 0.01 1.31 -2.77  0.2184
H: 0.07 -1.15 -2.54  0.2043
H: 1.08 -0.92 -3.90  0.2120
H: 3.14 -1.07 -2.70  0.1818
H: 2.15 -2.07 -1.51  0.2049
H: -0.29 0.00 -0.38  0.4272
H: -1.22 2.20 1.18  0.2519
H: -2.72 0.45 0.33  0.2259
H: -2.89 0.90 2.02  0.2289
H: -2.07 -1.17 2.85  0.2485
H: -3.35 -1.43 1.70  0.2540
H: -0.90 -3.74 0.93  0.4929
H: -0.07 1.79 4.21  0.4936
N: 2.41 -0.01 -1.06  -0.6258
N: -0.18 0.86 0.08  -0.6368
O: 0.89 2.84 0.17  -0.6229
O: 0.74 0.19 2.84  -0.5794
O: -0.68 -1.87 0.14  -0.6191
O: -1.40 -3.29 1.64  -0.6736
O: -0.64 1.89 3.44  -0.6688

---

Entry 5:
The following is a DFT calculation (ωB97M-V/def2-TZVPD) of a molecular structure, C10H16N2O7.

Summary:
Energy above the lowest of the compared OMol25 structures with the same formula, charge and spin: 177.7 kcal/mol
Highest occupied orbital energy: -9.974 eV
F_max: 0.15530 hartree/bohr
Net charge: 0

Each line ends with the natural charge from an NBO analysis.
Positions of all 35 atoms, in Å:
C: 0.17 1.98 -1.11  -0.1803
C: 0.77 0.81 -0.47  0.6998
C: -0.50 1.80 -2.45  -0.3729
C: -0.68 3.15 -3.20  -0.5156
C: -1.33 4.15 -2.19  0.7818
C: 0.18 -1.47 0.25  -0.2106
C: -0.92 -2.41 0.63  0.8068
C: 1.36 -1.57 1.43  -0.3986
C: 1.87 -3.09 1.78  -0.5776
C: 1.04 -3.35 2.89  0.7814
H: 1.78 2.84 -2.53  0.4098
H: 1.99 3.08 -0.67  0.4026
H: -0.44 2.51 -0.37  0.2419
H: -1.26 1.11 -2.38  0.2224
H: 0.35 1.21 -2.90  0.2034
H: -1.39 3.22 -4.11  0.2662
H: 0.29 3.37 -3.61  0.1987
H: 0.36 4.59 -1.50  0.5384
H: -1.06 0.04 -0.20  0.3826
H: 0.53 -1.75 -0.76  0.2412
H: 2.16 -0.67 1.10  0.2976
H: 0.72 -1.31 2.63  0.2513
H: 1.99 -3.89 0.86  0.2440
H: 2.87 -3.24 2.22  0.2645
H: -0.12 -4.63 1.87  0.5017
H: -1.82 -1.10 1.60  0.4768
N: 1.21 3.03 -1.56  -0.9052
N: -0.14 -0.10 0.29  -0.6528
O: 1.91 0.30 -0.61  -0.5767
O: -2.59 4.04 -2.27  -0.6301
O: -0.65 4.84 -1.41  -0.6560
O: -0.70 -3.67 0.47  -0.5850
O: 1.28 -2.84 3.93  -0.5617
O: -0.27 -4.02 2.72  -0.7146
O: -2.25 -1.88 1.19  -0.6752

---

Entry 6:
The following is a DFT calculation (ωB97M-V/def2-TZVPD) of a molecular structure, C10H16N2PRhSe.

Summary:
Highest occupied orbital energy (spin up / spin down): -2.974 / -7.644 eV
F_max: 0.05070 hartree/bohr
Spin multiplicity: 5
Net charge: 0

Each line ends with the natural charge from an NBO analysis.
Positions of all 31 atoms, in Å:
C: -0.81 0.21 -3.27  -0.4389
C: -1.59 1.38 -3.48  -0.1601
C: -0.73 2.54 -3.46  -0.2933
C: 0.59 2.13 -3.30  -0.2112
C: 0.64 0.63 -3.14  -0.3896
Rh: 0.50 -0.37 -1.22  0.2694
P: -0.04 -2.50 -0.77  -0.0458
H: -1.11 -0.84 -3.39  0.2287
H: -2.67 1.38 -3.61  0.2080
H: -1.08 3.56 -3.56  0.2167
H: 1.42 0.00 -3.59  0.2414
H: 1.50 2.73 -3.26  0.2147
H: 0.86 -3.54 -1.21  -0.0117
H: -1.24 -2.90 -1.45  -0.0508
H: -0.33 -2.97 0.55  -0.0087
C: 2.64 -0.46 1.76  -0.4491
N: 1.32 -0.35 2.32  -0.3478
C: 0.81 -1.15 3.35  -0.0655
C: -0.48 -0.80 3.52  -0.0599
N: -0.77 0.21 2.61  -0.3577
C: -2.07 0.81 2.43  -0.4156
C: 0.33 0.44 1.83  0.2498
Se: 0.41 1.47 0.30  -0.1588
H: 3.36 -0.38 2.58  0.2054
H: 2.81 0.36 1.05  0.2563
H: 2.78 -1.42 1.25  0.2155
H: 1.43 -1.89 3.81  0.2382
H: -1.23 -1.18 4.19  0.2344
H: -2.81 0.05 2.13  0.2169
H: -2.40 1.25 3.38  0.2115
H: -2.01 1.59 1.66  0.2577

---

In the order shown, the computed calculated total energy values come out to -499.4418 -650.3144 -1048.7355 -876.4042 -1026.6303 -3353.2372 Eh.